1.
C19H24N4O5PPdS as an isolated structure, computed with ωB97M-V/def2-TZVPD.

Geometry as XYZ:
```
55
C19H24N4O5PPdS, DFT ωB97M-V/def2-TZVPD
Pd -0.639 -0.093 0.536
C 0.441 3.491 3.042
C 0.196 2.136 2.495
N -0.717 1.859 1.575
N -1.605 2.787 1.324
C -2.721 2.252 0.676
N -3.555 3.192 0.248
S -3.052 0.613 0.557
C 0.853 0.940 3.052
C 1.953 1.030 3.888
C 2.458 -0.139 4.448
C 1.823 -1.333 4.180
C 0.716 -1.334 3.327
N 0.252 -0.234 2.764
H -0.046 4.251 2.442
H 1.513 3.687 3.085
H 0.061 3.545 4.066
H -3.380 4.158 0.479
H -4.444 2.933 -0.146
H 2.416 1.982 4.097
H 3.329 -0.107 5.088
H 2.171 -2.262 4.610
H 0.196 -2.253 3.084
O 3.809 -4.630 0.345
C 2.995 -3.763 0.257
C 3.241 -2.254 0.456
O 4.287 -1.705 0.663
C 1.898 -1.590 0.348
C 0.862 -2.599 0.256
O -0.359 -2.345 0.338
C 1.484 -3.945 0.026
O 0.909 -4.933 -0.335
O 1.663 -0.369 0.386
C -2.531 -2.002 -3.571
C -2.220 -1.654 -2.114
P -0.969 -0.351 -1.872
C -1.664 1.124 -2.689
C -0.924 2.420 -2.359
C 0.444 -0.877 -2.896
C 1.647 0.071 -2.924
H -3.320 -2.753 -3.610
H -1.664 -2.419 -4.081
H -2.877 -1.135 -4.136
H -1.872 -2.530 -1.565
H -3.123 -1.305 -1.607
H -2.706 1.185 -2.364
H -1.678 0.949 -3.768
H -0.846 2.570 -1.281
H -1.444 3.279 -2.782
H 0.090 2.420 -2.756
H 0.054 -1.013 -3.907
H 0.718 -1.875 -2.541
H 1.473 0.899 -3.609
H 2.531 -0.457 -3.280
H 1.875 0.484 -1.943
```

## Properties
total charge = +1
relative energy (zero: lowest compared OMol25 entry of this formula, charge and spin) = 8.5 kcal/mol
multiplicity = 5
LUMO level (alpha / beta) = -4.10 / -6.26 eV
HOMO level (alpha / beta) = -10.80 / -11.57 eV

=====

2.
A 14-piece molecular cluster, C5H35NO13 overall at a distorted geometry, computed with ωB97M-V/def2-TZVPD.

Geometry as XYZ:
```
54
C5H35NO13, DFT ωB97M-V/def2-TZVPD
C 0.513 -0.124 0.852
C 0.350 -1.614 1.135
C 0.863 -2.505 0.055
C 0.050 -3.213 -0.733
C 3.241 -2.721 -0.112
N 2.153 -2.190 -0.440
H -0.440 0.396 0.839
H 1.187 0.414 1.526
H 0.992 0.191 -0.072
H -0.682 -1.877 1.364
H 0.822 -1.760 2.109
H -1.021 -3.192 -0.574
H 0.410 -4.014 -1.372
H 4.065 -2.391 -0.721
H 3.385 -3.425 0.708
H 0.447 -1.917 -2.774
H -0.451 -3.089 -3.108
O -0.255 -2.175 -3.372
H -0.317 0.880 3.333
H 0.990 1.022 4.222
O 0.126 0.587 4.130
H 1.838 4.228 0.609
H 0.525 3.778 1.368
O 1.489 3.907 1.445
H 0.438 2.055 -1.582
H 0.897 2.295 -0.079
O 1.197 2.186 -0.992
H -3.153 -2.866 1.713
H -2.212 -3.925 2.428
O -2.837 -3.767 1.718
H -0.823 -0.210 -4.242
H 0.495 0.474 -4.317
O -0.460 0.685 -4.403
H -3.675 1.680 -0.606
H -2.568 2.209 -1.377
O -2.967 2.319 -0.497
H -2.518 -1.393 3.868
H -1.003 -1.339 4.146
O -1.678 -1.778 3.608
H -1.818 0.067 -2.204
H -1.891 -0.440 -0.767
O -2.430 -0.202 -1.530
H 2.111 2.941 3.117
H 3.008 1.852 2.657
O 2.386 2.048 3.361
H -1.055 1.492 -3.196
H -0.940 2.997 -3.001
O -1.302 2.242 -2.522
H -1.474 2.804 0.374
H -1.400 3.589 1.743
O -0.962 2.930 1.195
H 2.415 0.681 -2.977
H 1.886 -0.716 -2.654
O 2.054 -0.112 -3.399
```

## Properties
relative energy (zero: lowest compared OMol25 entry of this formula, charge and spin) = 68.1 kcal/mol
LUMO level = 0.22 eV
HOMO level = -9.04 eV

=====

> What is the formula in the first record?

C19H24N4O5PPdS